(a)
41
Properties=species:S:1:pos:R:3 method="wB97M-V/def2-TZVPD" charge=0 homo_lumo_gap_ev=7.655 lumo_ha=-0.002 smiles=Cc1ccc2c(c1)Nc1c(COCOCCO)cccc1S2
C 5.727 1.079 2.344
C 4.636 0.158 1.474
C 5.260 -1.011 0.499
C 4.261 -1.953 -0.448
C 2.645 -1.666 -0.338
C 2.003 -0.501 0.676
C 3.002 0.427 1.605
N 0.510 -0.275 0.762
C -0.140 -0.094 -0.592
C -1.141 1.183 -0.908
C -1.460 2.328 0.262
O -2.076 1.598 1.386
C -3.544 1.550 1.280
O -4.024 0.468 0.359
C -3.916 -0.852 1.024
C -3.561 -2.085 -0.024
O -4.005 -1.663 -1.385
C -1.855 1.386 -2.382
C -1.597 0.279 -3.591
C -0.592 -1.024 -3.298
C 0.123 -1.188 -1.829
S 1.335 -2.594 -1.375
H 5.310 2.195 2.289
H 5.841 0.723 3.454
H 6.741 1.094 1.739
H 6.441 -1.174 0.438
H 4.684 -2.787 -1.171
H 2.561 1.259 2.303
H 0.310 0.508 1.422
H -2.189 3.105 -0.239
H -0.453 2.893 0.563
H -3.995 1.396 2.373
H -4.012 2.565 0.872
H -4.965 -1.048 1.534
H -3.048 -0.830 1.843
H -4.091 -3.095 0.322
H -2.400 -2.281 -0.100
H -3.320 -1.021 -1.787
H -2.542 2.342 -2.577
H -2.115 0.434 -4.636
H -0.350 -1.826 -4.141

(b)
41
Properties=species:S:1:pos:R:3 method="wB97M-V/def2-TZVPD" charge=0 homo_lumo_gap_ev=8.298 lumo_ha=0.000
C -2.957 -1.309 -1.062
C -2.078 -2.388 -1.675
H -1.728 -2.071 -2.664
H -2.617 -3.334 -1.756
O -0.944 -2.685 -0.862
C 0.111 -1.877 -0.961
O 0.152 -0.908 -1.682
C 1.256 -2.356 -0.114
C 1.395 -1.639 1.272
O 0.575 -1.839 2.159
C 2.889 -1.544 1.663
H 3.335 -2.537 1.670
H 2.972 -1.098 2.655
S 3.799 -0.526 0.482
C 2.422 0.479 0.121
N 1.310 0.108 0.706
C 0.178 0.838 0.592
C -0.985 0.479 1.292
C -2.119 1.248 1.196
C -2.115 2.391 0.374
C -0.996 2.758 -0.321
C 0.186 2.001 -0.223
C 1.379 2.344 -0.893
C 2.520 1.606 -0.725
C 3.819 1.921 -1.387
H 4.607 2.018 -0.641
H 4.101 1.108 -2.055
H 3.748 2.841 -1.959
H 1.384 3.210 -1.540
H -1.000 3.636 -0.950
H -3.017 2.981 0.298
C -3.360 0.892 1.954
H -3.219 -0.028 2.514
H -3.614 1.690 2.651
H -4.199 0.769 1.271
H -0.958 -0.408 1.905
H 1.103 -3.409 0.123
H 2.174 -2.222 -0.686
H -2.421 -0.363 -1.039
H -3.230 -1.584 -0.047
H -3.858 -1.192 -1.658

Relative to the most stable structure, the computed energies are (a) 463.4; (b) 0.0, all in kcal/mol.

(a)
8
Properties=species:S:1:pos:R:3 method="wB97M-V/def2-TZVPD" charge=0 homo_lumo_gap_ev="8.321 / 9.246" lumo_ha="-0.030 / -0.039"
C -1.275 0.039 -1.257
N -1.842 1.015 -1.433
N 1.147 -0.910 1.161
O -1.854 -0.344 1.941
O 0.623 -0.787 2.406
S -0.832 -0.472 2.962
H -0.807 -0.901 -1.353
H 2.238 -1.066 1.249

(b)
8
Properties=species:S:1:pos:R:3 method="wB97M-V/def2-TZVPD" charge=0 homo_lumo_gap_ev=10.266 lumo_ha=0.021 smiles="O=C=O.N#N.S"
O 2.313 -1.170 -1.078
C 1.514 -0.838 -0.353
O 0.686 -0.452 0.334
N 1.156 2.385 -0.308
N 2.019 1.853 -0.725
S -3.133 -0.700 0.499
H -1.968 0.006 0.016
H -2.586 -1.084 1.615

Relative to the most stable structure, the computed energies are (a) 149.8; (b) 0.0, all in kcal/mol.

(a)
8
Properties=species:S:1:pos:R:3 method="wB97M-V/def2-TZVPD" charge=0 homo_lumo_gap_ev=11.093 lumo_ha=0.009
C -0.191 1.447 -3.098
N -0.393 2.373 -3.677
N -0.367 -0.377 -0.007
O 0.057 0.332 -2.481
O -1.827 1.188 -1.148
S -1.221 -0.085 -1.402
H -0.326 0.540 0.658
H 0.045 -1.261 0.194

(b)
8
Properties=species:S:1:pos:R:3 method="wB97M-V/def2-TZVPD" charge=0 homo_lumo_gap_ev=11.160 lumo_ha=-0.020 smiles="N=S(=O)=O.C#N"
N 0.998 -1.296 0.350
S 0.033 -1.968 -0.646
O -0.266 -1.369 -1.888
O -0.626 -3.118 -0.264
H 1.623 -0.756 -0.176
C -0.563 2.798 0.759
N 0.106 3.615 1.216
H -1.304 2.094 0.650

(c)
8
Properties=species:S:1:pos:R:3 method="wB97M-V/def2-TZVPD" charge=0 homo_lumo_gap_ev=10.265 lumo_ha=-0.013
C 1.377 -0.634 -1.013
N -0.437 0.564 -0.004
N -0.941 -0.165 0.812
O -0.716 -1.501 0.539
O -1.483 -0.040 1.948
S 1.820 0.334 -2.047
H -0.189 -1.658 -0.235
H -0.731 1.600 0.177

(d)
8
Properties=species:S:1:pos:R:3 method="wB97M-V/def2-TZVPD" charge=0 homo_lumo_gap_ev=10.645 lumo_ha=-0.012
C 0.553 0.439 1.974
N -0.103 1.229 1.364
N -0.454 -0.587 -0.475
O 1.189 -0.365 2.492
O -2.747 0.580 -0.419
S -1.920 -0.634 -0.340
H -0.825 1.930 1.630
H 0.259 0.111 -0.440

Relative to the most stable structure, the computed energies are (a) 22.8; (b) 39.4; (c) 123.1; (d) 0.0, all in kcal/mol.

(a)
20
Properties=species:S:1:pos:R:3 method="wB97M-V/def2-TZVPD" charge=0 homo_lumo_gap_ev=9.156 lumo_ha=0.010
C -0.145 1.903 2.310
C 0.664 2.013 1.193
C -1.182 1.004 2.253
C 0.491 1.189 0.154
C -1.441 0.188 1.198
C -0.582 0.199 0.122
C -0.115 -0.082 -3.326
C 0.565 -2.304 -1.173
O 1.045 -0.113 -3.504
O -2.114 -1.640 -1.137
P -0.748 -1.010 -1.300
H -0.033 2.448 3.194
H 1.517 2.683 1.079
H -1.795 0.955 3.083
H 1.082 1.309 -0.711
H -2.221 -0.541 1.203
H -0.850 0.157 -4.101
H -0.108 -2.991 -1.604
H 1.432 -1.954 -1.787
H 0.801 -2.632 -0.167

(b)
20
Properties=species:S:1:pos:R:3 method="wB97M-V/def2-TZVPD" charge=0 homo_lumo_gap_ev=9.447 lumo_ha=0.011
C -0.865 -1.304 2.588
C 0.466 -1.492 2.125
C -1.775 -0.957 1.616
C 0.910 -1.148 0.825
C -1.358 -0.694 0.366
C -0.036 -0.718 -0.121
C 0.403 -0.297 -1.453
C 0.688 1.167 -1.744
O 1.726 -0.433 -1.768
O 1.126 1.896 -0.773
P 1.020 1.674 -3.418
H -1.090 -1.431 3.642
H 1.236 -1.792 2.772
H -2.799 -0.869 2.028
H 2.041 -1.140 0.700
H -2.106 -0.323 -0.260
H -0.226 -0.638 -2.215
H 0.850 1.412 0.004
H 2.446 2.038 -3.121
H 0.608 3.035 -3.409

Relative to the most stable structure, the computed energies are (a) 0.0; (b) 45.9, all in kcal/mol.

(a)
7
Properties=species:S:1:pos:R:3 method="wB97M-V/def2-TZVPD" charge=-1 homo_lumo_gap_ev=9.251 lumo_ha=0.143
N 1.074 -1.593 0.301
O -2.519 0.402 -0.661
O 2.163 0.863 0.105
O -0.012 0.221 -1.024
O -0.510 0.461 1.186
S 1.122 -0.160 0.115
S -1.319 -0.195 -0.022

(b)
7
Properties=species:S:1:pos:R:3 method="wB97M-V/def2-TZVPD" charge=-1 homo_lumo_gap_ev=6.134 lumo_ha=0.067
N 1.490 -0.903 -0.715
O 3.191 0.568 0.246
O -2.550 -0.930 -0.454
O -0.958 -0.155 1.294
O -1.491 1.332 -0.631
S -1.493 -0.009 -0.027
S 1.810 0.098 0.286

Relative to the most stable structure, the computed energies are (a) 16.9; (b) 0.0, all in kcal/mol.

(a)
21
Properties=species:S:1:pos:R:3 method="wB97M-V/def2-TZVPD" charge=+1 homo_lumo_gap_ev="3.451 / 11.737" spin_multiplicity=2 lumo_ha="-0.124 / -0.126"
C 1.344 -1.092 -0.092
O 1.380 -2.269 -0.786
C -0.031 -0.451 -0.337
C -0.468 0.447 0.803
C -1.112 1.736 0.357
N -0.195 3.064 0.320
N -0.971 -1.637 -0.354
H 1.512 -1.277 0.994
H 2.236 -0.514 -0.451
H 2.231 -2.746 -0.477
H -0.178 0.087 -1.290
H 0.534 0.675 1.386
H -1.134 -0.044 1.484
H -1.940 1.888 1.079
H -1.636 1.815 -0.616
H 0.304 3.271 -0.617
H 0.724 2.910 0.868
H -0.525 3.875 0.812
H -1.653 -1.319 -0.977
H -0.446 -2.563 -0.684
H -1.311 -1.736 0.631

(b)
21
Properties=species:S:1:pos:R:3 method="wB97M-V/def2-TZVPD" charge=+1 homo_lumo_gap_ev="9.879 / 4.990" spin_multiplicity=2 lumo_ha="-0.132 / -0.312"
C 0.407 -0.086 -1.283
N 0.115 -1.462 -1.496
C -0.146 0.546 0.040
C 0.630 0.135 1.293
C 2.113 0.552 1.292
N 2.203 1.929 0.810
H 1.494 -0.088 -1.341
H -0.074 0.522 -2.073
H -0.744 -1.901 -1.146
H 0.923 -2.079 -1.486
H -0.052 1.615 -0.114
H -1.170 0.193 0.156
H 0.076 0.623 2.106
H 0.555 -0.925 1.540
H 2.522 -0.158 0.557
H 2.660 0.321 2.206
H 1.765 2.513 1.521
H 3.157 2.248 0.935
H -4.781 -1.697 -0.931
H -5.989 -1.513 -1.732
O -5.666 -1.287 -0.853

(c)
21
Properties=species:S:1:pos:R:3 method="wB97M-V/def2-TZVPD" charge=+1 homo_lumo_gap_ev="11.844 / 6.592" spin_multiplicity=2 lumo_ha="-0.110 / -0.301"
C -0.218 -1.271 1.058
C -1.080 -0.226 0.318
C -2.054 0.383 1.315
N -0.220 0.719 -0.392
C 0.188 0.351 -1.699
N 1.402 1.204 -2.153
H -0.332 -2.197 0.545
H -0.527 -1.555 2.080
H 0.896 -1.178 1.031
H -1.736 -0.703 -0.396
H -2.672 -0.386 1.779
H -2.824 1.119 1.024
H -1.554 0.875 2.154
H -0.253 1.713 -0.144
H -0.719 0.386 -2.340
H 0.444 -0.697 -1.789
H 1.909 0.556 -2.773
H 1.948 1.286 -1.283
H 2.752 -0.261 1.254
H 1.900 0.152 0.130
O 2.751 -0.272 0.282

Relative to the most stable structure, the computed energies are (a) 48.7; (b) 0.0; (c) 8.7, all in kcal/mol.